[1]
Below is the molecule CHFOS2, with properties calculated with ωB97M-V/def2-TZVPD.

Each line ends with the Löwdin charge.
Cartesian coordinates (Å):
S: 2.3677 -0.4725 0.6948  0.623
S: 0.4440 0.6999 0.7768  0.626
F: 4.4109 0.0065 -0.6873  -0.088
O: 0.4735 1.9040 -0.0184  -0.591
C: 3.1690 0.4033 -0.4716  -0.543
H: -0.1333 -0.2904 -0.0746  -0.028

Summary:
* HOMO-LUMO gap: 8.500 eV
* ΔE to the lowest compared entry with this formula, charge and spin: 80.6 kcal/mol
* HOMO energy: -9.1 eV



[2]
Below is a structure of composition CHI2NO2, with properties calculated with ωB97M-V/def2-TZVPD.

Each line ends with the Löwdin charge.
Cartesian coordinates (Å):
I: 1.4347 -1.6202 -0.9449  0.785
I: 0.7429 2.0310 -0.9592  0.732
O: -0.5328 -1.1653 1.3940  0.008
O: -0.2830 0.9117 1.5425  -0.023
N: -0.4089 -0.0857 0.9214  -0.550
C: -0.0428 -0.0451 -0.6254  -0.972
H: -0.9099 -0.0264 -1.3285  0.020

Summary:
* HOMO-LUMO gap: 8.539 eV
* ΔE to the lowest compared entry with this formula, charge and spin: 8.6 kcal/mol
* HOMO energy: -9.7 eV



[3]
Below is a structure of composition CHI3O, with properties calculated with ωB97M-V/def2-TZVPD.

Each line ends with the Löwdin charge.
Cartesian coordinates (Å):
I: 0.2656 -1.9758 0.5184  0.734
I: 2.2448 1.6931 0.0458  0.412
I: -2.8049 -0.1738 0.2709  0.754
O: -0.6871 -0.4231 -1.7585  -0.107
C: -0.9833 -0.7426 -0.6718  -1.433
H: 1.9648 1.6222 1.5952  -0.360

Summary:
* HOMO-LUMO gap: 8.868 eV
* ΔE to the lowest compared entry with this formula, charge and spin: 8.5 kcal/mol
* HOMO energy: -9.7 eV



[4]
Below is a structure of composition CHLiO2Tl, with properties calculated with ωB97M-V/def2-TZVPD.

Each line ends with the Löwdin charge.
Cartesian coordinates (Å):
Tl: -0.0565 1.8345 0.0232  1.951
O: 0.5225 -0.0894 -0.2208  -0.124
O: -1.4989 0.4536 -0.0452  0.193
C: -0.6844 -0.3652 0.3235  -0.180
Li: 2.2243 -0.6103 0.2141  0.905
H: -0.5071 -1.2232 -0.2947  0.255

Summary:
* HOMO-LUMO gap: 8.973 eV
* charge: +3
* ΔE to the lowest compared entry with this formula, charge and spin: 68.4 kcal/mol
* HOMO energy: -29.9 eV



[5]
Below is a structure of composition CHLiO3Sr, with properties calculated with ωB97M-V/def2-TZVPD.

Each line ends with the Löwdin charge.
Cartesian coordinates (Å):
Sr: 1.4554 1.5000 0.4009  1.265
O: -0.5170 0.0659 2.2281  -0.046
O: -0.5974 -1.0232 -1.1677  -0.215
O: 0.1560 -0.2365 -1.6698  -0.491
C: -1.2865 -0.7278 1.9246  0.114
Li: 1.8022 0.8634 -1.2676  0.318
H: -1.0126 -0.4417 -0.4484  0.055

Summary:
* HOMO-LUMO gap (alpha / beta): 5.991 / 5.640 eV
* charge: +1
* spin multiplicity: 2
* ΔE to the lowest compared entry with this formula, charge and spin: 133.9 kcal/mol
* <S²>: 0.755
* HOMO energy (alpha / beta): -11.1 / -11.4 eV



[6]
Below is a cluster of 2 separate species, CHN2O3 in total, with properties calculated with ωB97M-V/def2-TZVPD.

Each line ends with the Löwdin charge.
Cartesian coordinates (Å):
O: 2.4844 1.6719 0.1403  0.285
O: 1.4049 -0.3186 -0.1198  0.193
O: -3.1271 0.8834 0.0710  0.387
N: -0.9108 0.4776 -0.0760  0.369
N: -2.0317 0.6401 -0.0352  -0.063
C: 1.9307 0.6649 0.0524  -0.397
H: -0.2743 -0.4299 -0.1326  0.228

Summary:
* HOMO-LUMO gap: 10.702 eV
* charge: +1
* ΔE to the lowest compared entry with this formula, charge and spin: 13.1 kcal/mol
* HOMO energy: -17.8 eV



[7]
Below is a cluster of 2 separate species, CHN2O3P in total, with properties calculated with ωB97M-V/def2-TZVPD.

Each line ends with the Löwdin charge.
Cartesian coordinates (Å):
P: -1.3687 0.8966 0.1948  0.168
O: -1.1409 1.4197 1.5815  -0.464
O: -0.8806 1.5786 -1.0621  -0.476
O: -2.6200 0.0853 0.1028  -0.476
N: 2.2122 -0.2804 0.2991  -0.103
N: 1.6991 -1.4036 0.6069  -0.241
C: 0.8871 -0.9258 -0.3728  -0.361
H: 1.2118 -1.3703 -1.3502  -0.046

Summary:
* HOMO-LUMO gap: 6.418 eV
* charge: -2
* ΔE to the lowest compared entry with this formula, charge and spin: 114.1 kcal/mol
* HOMO energy: 1.1 eV



[8]
Below is a structure of composition CHN2O3P, with properties calculated with ωB97M-V/def2-TZVPD.

Each line ends with the Löwdin charge.
Cartesian coordinates (Å):
P: 0.2972 -1.3130 0.4738  0.105
O: 1.6793 -1.7374 0.7789  -0.429
O: 0.1692 -0.6726 -1.0619  -0.273
O: -0.8711 -2.3328 0.4851  -0.497
N: -0.1393 0.0993 1.2313  -0.136
N: -0.3153 1.0082 3.5038  -0.090
C: -0.1369 0.4582 2.4474  -0.644
H: -0.4166 -0.1112 -0.5299  -0.037

Summary:
* HOMO-LUMO gap: 6.893 eV
* charge: -2
* ΔE to the lowest compared entry with this formula, charge and spin: 8.3 kcal/mol
* HOMO energy: 0.4 eV



[9]
Below is a cluster of 2 separate species, CHN2O4 in total, with properties calculated with ωB97M-V/def2-TZVPD.

Each line ends with the Löwdin charge.
Cartesian coordinates (Å):
O: 0.0235 -1.3856 1.4522  -0.013
O: -1.5086 -1.6366 -0.0547  -0.090
O: 1.7106 0.6840 0.8274  -0.012
O: 0.9736 1.9565 -0.7743  -0.064
N: 0.8610 0.9704 -0.0319  -0.480
N: -0.5700 -0.9973 0.4364  -0.483
C: -0.2354 0.1973 -0.1033  -0.073
H: -1.2547 0.2113 -1.7517  0.215

Summary:
* HOMO-LUMO gap: 8.361 eV
* charge: -1
* ΔE to the lowest compared entry with this formula, charge and spin: 167.3 kcal/mol
* HOMO energy: -4.8 eV



[10]
Below is the ion CHN2O4S with charge -1, with properties calculated with ωB97M-V/def2-TZVPD.

Each line ends with the Löwdin charge.
Cartesian coordinates (Å):
S: 1.4195 0.1427 -0.1055  0.745
O: 1.1835 1.1423 -1.1725  -0.410
O: -2.4687 -1.0982 -0.1301  -0.044
O: 0.3854 0.5611 1.2144  -0.306
O: 2.7298 -0.0395 0.4506  -0.379
N: -0.8427 0.4583 0.6258  -0.069
N: -0.2826 -1.4497 -0.6747  0.137
C: -1.2559 -0.9150 -0.1068  -0.765
H: -0.8684 1.1980 -0.1013  0.092

Summary:
* HOMO-LUMO gap (alpha / beta): 8.305 / 8.309 eV
* charge: -1
* ΔE to the lowest compared entry with this formula, charge and spin: 67.5 kcal/mol
* HOMO energy (alpha / beta): -5.4 / -5.4 eV



[11]
Below is the ion CHN2OS with charge -1, with properties calculated with ωB97M-V/def2-TZVPD.

Each line ends with the Löwdin charge.
Cartesian coordinates (Å):
S: 1.5584 0.7569 -0.2384  0.517
O: 0.4223 -1.9094 -0.2461  -0.311
N: 0.2473 -0.7133 0.2622  -0.495
N: -1.8320 0.5966 0.6615  0.058
C: -0.9395 -0.0628 0.2888  -0.473
H: 0.5436 1.3320 -0.7280  -0.296

Summary:
* HOMO-LUMO gap (alpha / beta): 6.516 / 6.514 eV
* charge: -1
* ΔE to the lowest compared entry with this formula, charge and spin: 55.5 kcal/mol
* HOMO energy (alpha / beta): -2.9 / -2.9 eV



[12]
Below is the molecule CHN3O, with properties calculated with ωB97M-V/def2-TZVPD.

Each line ends with the Löwdin charge.
Cartesian coordinates (Å):
O: 1.5378 -3.9174 2.0135  0.195
N: 0.5171 0.0721 -0.3630  0.035
N: 1.0686 -2.0253 0.7616  0.109
N: 0.4805 -0.6961 0.6506  -0.104
C: 1.2480 -2.9259 1.5419  -0.353
H: 0.1604 1.0440 0.0945  0.119

Summary:
* HOMO-LUMO gap: 9.552 eV
* ΔE to the lowest compared entry with this formula, charge and spin: 99.1 kcal/mol
* HOMO energy: -9.7 eV